1.
ORCA calculation (wB97M-V/def2-TZVPD) on a cluster of 10 separate species, C26H66O16P2S4 in total at a distorted geometry.

Summary:
Highest occupied orbital energy (eV): -8.60
Energy relative to the best compared isomer or geometry (same formula, charge and spin) (kcal per mole): 24.2
HOMO-LUMO gap (eV): 8.2302

Geometry as ORCA input:
```
! wB97M-V def2-TZVPD RIJCOSX def2/J DEFGRID3
* xyz 0 1
C 6.5622 1.3652 -3.2034
O 5.2351 1.7273 -2.9399
P 4.2231 0.8119 -2.1249
O 4.8331 0.2000 -0.9236
O 2.9595 1.7788 -1.7776
C 3.0976 3.0351 -1.1954
O 3.6900 -0.2069 -3.3118
C 3.0590 -1.4504 -2.9644
H 6.9266 0.8012 -2.3448
H 7.2749 2.1880 -3.2606
H 6.6220 0.7432 -4.0964
H 2.5809 3.8767 -1.6567
H 4.1438 3.3406 -1.1790
H 2.9035 2.8369 -0.1413
H 3.1502 -1.8309 -1.9470
H 3.5137 -2.2329 -3.5719
H 2.0378 -1.4591 -3.3452
C -1.1207 -1.9272 2.3374
O -0.8327 -3.2863 2.7110
P -1.9771 -4.4569 2.7660
O -1.4295 -5.8302 2.9892
O -3.0078 -3.8321 3.9171
C -4.2042 -4.5378 4.3154
O -2.7345 -4.2706 1.3384
C -3.9739 -4.7755 0.9312
H -0.6653 -1.8027 1.3549
H -0.5615 -1.2749 3.0082
H -2.1669 -1.6322 2.4174
H -4.2184 -4.6451 5.4001
H -4.1885 -5.4639 3.7408
H -5.0540 -3.9478 3.9722
H -4.7758 -4.0373 0.9462
H -4.2784 -5.7125 1.3972
H -3.9644 -4.9634 -0.1425
C -0.4343 -4.4178 -0.9163
C 0.6496 -4.8840 0.0273
O 0.6149 -6.0492 0.4838
C 1.8045 -3.9431 0.2882
H 0.1505 -4.0792 -1.7716
H -0.8543 -3.5263 -0.4504
H -1.2312 -5.1205 -1.1597
H 2.4289 -4.0425 -0.5997
H 2.3015 -4.2899 1.1941
H 1.5179 -2.9056 0.4604
C -4.8902 2.0400 -0.5590
C -4.7170 2.6286 -1.9383
O -4.7226 1.9587 -2.9608
C -4.5376 4.1230 -1.9912
H -5.2301 1.0052 -0.6007
H -5.5514 2.5698 0.1266
H -3.9055 2.0087 -0.0926
H -3.7955 4.4587 -1.2669
H -5.5153 4.5952 -1.8950
H -4.1329 4.5113 -2.9258
C 4.7125 2.2944 2.6320
C 5.7109 1.1982 2.8832
O 5.3652 0.3701 3.7472
C 7.0312 1.2724 2.1748
H 3.6886 1.9830 2.8389
H 4.7999 2.8006 1.6706
H 4.9503 3.0914 3.3365
H 6.9292 1.3850 1.0954
H 7.6643 0.3865 2.2263
H 7.6853 2.1188 2.3839
C -2.7155 2.5725 3.2778
C -1.3741 3.3048 3.3461
O -0.3621 2.7967 2.9343
C -1.3274 4.5965 4.1079
H -3.2294 2.9812 2.4077
H -3.3501 2.6978 4.1551
H -2.6036 1.5077 3.0736
H -0.3082 4.9767 4.1780
H -1.6722 4.4248 5.1276
H -1.8279 5.4040 3.5736
C -3.6004 -1.7473 -0.8074
S -4.5336 -2.8044 -1.9814
O -5.5890 -3.6007 -1.2530
C -5.4751 -1.4433 -2.7986
H -4.1998 -1.1895 -0.0879
H -2.9904 -0.9851 -1.2921
H -2.8982 -2.3267 -0.2079
H -6.1258 -0.9031 -2.1110
H -6.0858 -1.8520 -3.6035
H -4.7584 -0.8044 -3.3147
C -0.4664 -1.8252 -4.2406
S 0.2856 -2.0444 -5.8909
O 1.5210 -2.9046 -5.6211
C -0.9401 -3.2649 -6.4354
H 0.0520 -0.9888 -3.7719
H -0.2788 -2.7113 -3.6341
H -1.5184 -1.5442 -4.1907
H -1.9476 -2.8507 -6.4733
H -0.9709 -4.1215 -5.7620
H -0.5488 -3.6042 -7.3945
C 1.4503 4.9364 1.3005
S 3.0734 5.7578 1.5004
O 4.2580 5.0036 0.8392
C 3.0133 5.4660 3.3486
H 0.8702 5.1863 2.1888
H 1.4756 3.8470 1.3221
H 0.8461 5.2723 0.4577
H 2.2987 6.1294 3.8359
H 3.9644 5.6566 3.8458
H 2.8904 4.4108 3.5925
C 1.6247 0.0278 0.5071
S 0.4689 0.0641 -0.9480
O -0.0016 -1.3928 -1.0938
C -0.8701 1.1070 -0.1675
H 1.2640 -0.7598 1.1686
H 1.6477 1.0165 0.9652
H 2.6227 -0.2277 0.1511
H -0.3319 2.0499 -0.0708
H -1.1021 0.8530 0.8668
H -1.7702 1.1798 -0.7778
*
```

Löwdin population analysis, charges in e, atoms 1 to 8: number 1, C, carries -0.1057; number 2, O, carries -0.2134; number 3, P, carries 0.4696; number 4, O, carries -0.2413; number 5, O, carries -0.2595; number 6, C, carries -0.1313; number 7, O, carries -0.2015; number 8, C, carries -0.0996

2.
ORCA calculation (wB97M-V/def2-TZVPD) on a cluster of 3 separate species, C2H12NO3 in total at a distorted geometry.

Summary:
Highest occupied orbital energy (eV): -14.68
Energy relative to the best compared isomer or geometry (same formula, charge and spin) (kcal per mole): 28.9
HOMO-LUMO gap (eV): 11.5324

Geometry as ORCA input:
```
! wB97M-V def2-TZVPD RIJCOSX def2/J DEFGRID3
* xyz 1 1
C 0.2185 -1.6269 -1.1572
O -1.1387 -1.7765 -1.6261
C 0.2697 -1.2647 0.3194
N -0.7297 -0.2777 0.5999
H 0.8223 -2.5441 -1.2031
H 0.7523 -0.8095 -1.6849
H -1.3373 -2.4849 -2.2532
H 1.2594 -0.9102 0.5288
H -0.0716 -2.0586 1.1269
H -0.2370 0.5147 0.2680
H -1.7119 -0.4924 0.1383
H -0.8403 -0.1370 1.6104
H -0.4322 3.1670 1.9096
H 1.0058 2.5917 2.1905
O 0.1054 2.3080 1.8530
H 1.3576 2.1940 -0.5336
H 0.0094 2.0986 -1.2876
O 0.6982 1.5084 -0.7992
*
```

Löwdin population analysis, charges in e, atoms 1 to 8: number 1, C, carries -0.2106; number 2, O, carries -0.0597; number 3, C, carries -0.1811; number 4, N, carries 0.1291; number 5, H, carries 0.1353; number 6, H, carries 0.1197; number 7, H, carries 0.1107; number 8, H, carries 0.1312

3.
ORCA calculation (wB97M-V/def2-TZVPD) on an isolated molecule of C11H19N3O2S2 at a distorted geometry.

Summary:
Highest occupied orbital energy (eV): -7.92
Energy relative to the best compared isomer or geometry (same formula, charge and spin) (kcal per mole): 252.3
HOMO-LUMO gap (eV): 7.2675
SMILES: CC(C)OCCCNC(=O)c1sc(=S)n(C)c1N

Geometry as ORCA input:
```
! wB97M-V def2-TZVPD RIJCOSX def2/J DEFGRID3
* xyz 0 1
C -7.2389 -0.8053 1.2450
H -6.6865 -1.1706 2.0794
H -7.8973 -1.4146 0.8135
H -7.6892 0.1300 1.3232
C -6.1890 -0.8470 -0.0659
C -5.5874 -2.1029 -0.1193
H -5.0737 -2.4532 0.8820
H -4.8664 -1.9328 -1.1336
H -6.3370 -2.7414 -0.4958
H -6.6408 -0.3694 -0.8627
O -5.3797 0.5280 0.5688
C -4.4860 0.9228 -0.4756
C -2.9508 0.0858 -0.2554
H -2.6598 0.5718 0.9231
C -1.9759 0.8783 -1.2336
N -0.7027 0.3641 -0.7504
C 0.4094 1.0129 -0.3721
O 0.2241 2.3355 -0.1792
C 1.7401 0.6101 -0.2362
C 2.7499 1.1939 0.3518
N 2.7884 2.4467 0.4906
H 3.5877 3.0426 0.6569
H 1.9641 3.0560 0.4099
N 3.8067 0.3727 0.5156
C 3.6412 -0.8175 -0.2128
S 4.8509 -2.1549 0.0544
S 1.9771 -1.3919 -0.4139
C 5.1943 0.9561 0.7525
H 5.7291 -0.1078 1.0111
H 5.6283 1.4311 0.1171
H 5.0674 1.4176 1.6916
H -0.5127 -0.6233 -1.0769
H -1.8898 2.0164 -0.9416
H -2.2799 0.5588 -2.1636
H -3.0082 -0.8822 -0.2668
H -4.6634 0.8271 -1.3660
H -4.3273 1.9204 -0.4041
*
```

Löwdin population analysis, charges in e, atoms 1 to 8: number 1, C, carries -0.0045; number 2, H, carries 0.0705; number 3, H, carries 0.0125; number 4, H, carries 0.0519; number 5, C, carries -0.2824; number 6, C, carries -0.0989; number 7, H, carries 0.1481; number 8, H, carries 0.1529

4.
ORCA calculation (wB97M-V/def2-TZVPD) on a cluster of 2 separate species, C5H11O2 in total at a distorted geometry.

Summary:
Highest occupied orbital energy (eV): -3.81
Energy relative to the best compared isomer or geometry (same formula, charge and spin) (kcal per mole): 7.4
HOMO-LUMO gap (eV): 7.5315

Geometry as ORCA input:
```
! wB97M-V def2-TZVPD RIJCOSX def2/J DEFGRID3
* xyz -1 1
C -1.5852 1.3930 -2.1716
C -2.5251 1.4304 -0.9587
H -0.9712 0.4971 -2.1553
H -2.1409 1.4501 -3.1126
H -0.8962 2.2398 -2.1805
H -3.4289 2.0130 -1.1564
H -2.0277 1.9105 -0.1198
H -2.8190 0.4211 -0.6826
C 1.5326 -0.7977 1.8330
C 1.1737 -2.1819 1.2487
C 2.3717 -0.0426 0.7616
O 1.6969 0.6037 -0.0719
O 3.6060 -0.2361 0.7930
H 0.6028 -0.2287 1.9143
H 2.0405 -0.8653 2.7917
H 0.3314 -2.1076 0.5660
H 1.0195 -2.9350 2.0296
H 2.0191 -2.5639 0.6714
*
```

Löwdin population analysis, charges in e, atoms 1 to 8: number 1, C, carries -0.1701; number 2, C, carries -0.1729; number 3, H, carries 0.0598; number 4, H, carries 0.0497; number 5, H, carries 0.0613; number 6, H, carries 0.0491; number 7, H, carries 0.0589; number 8, H, carries 0.0535

5.
ORCA calculation (wB97M-V/def2-TZVPD) on an isolated molecule of C4H7NO2 at a distorted geometry.

Summary:
Highest occupied orbital energy (eV): -8.94
Energy relative to the best compared isomer or geometry (same formula, charge and spin) (kcal per mole): 120.3
HOMO-LUMO gap (eV): 9.8534
SMILES: C/C(=N\O)[C@H]1CO1

Geometry as ORCA input:
```
! wB97M-V def2-TZVPD RIJCOSX def2/J DEFGRID3
* xyz 0 1
C -1.3514 -0.8560 -0.6537
C -0.3340 -0.0375 0.0020
N -0.5983 0.7686 0.9665
O -1.9873 0.9781 0.9944
C 1.0712 -0.4175 -0.2882
C 2.0458 0.6572 -0.1654
O 1.9870 -0.3942 0.7854
H -2.3617 -0.4553 -0.7666
H -1.0503 -1.4589 -1.5252
H -1.0921 -1.2791 0.4560
H -2.1288 1.4331 1.8314
H 1.2236 -1.2211 -1.0156
H 2.9183 0.6713 -0.8090
H 1.6581 1.6114 0.1882
*
```

Löwdin population analysis, charges in e, atoms 1 to 8: number 1, C, carries 0.0118; number 2, C, carries -0.4016; number 3, N, carries 0.0285; number 4, O, carries -0.0773; number 5, C, carries -0.2631; number 6, C, carries -0.1057; number 7, O, carries -0.0092; number 8, H, carries 0.0789

6.
ORCA calculation (wB97M-V/def2-TZVPD) on a cluster of 7 separate species, C4H24N2O8 in total at a distorted geometry.

Summary:
Highest occupied orbital energy (eV): -9.35
Energy relative to the best compared isomer or geometry (same formula, charge and spin) (kcal per mole): 54.9
HOMO-LUMO gap (eV): 9.7698
SMILES: C[C@H](NCN)C(O)O.O.O.O.O.O.O

Geometry as ORCA input:
```
! wB97M-V def2-TZVPD RIJCOSX def2/J DEFGRID3
* xyz 0 1
O -0.4433 1.4420 2.2644
C -0.1571 0.1310 1.7359
C -1.3321 -0.2330 0.7552
C -1.8355 -1.6432 1.1735
N -0.9672 -0.0897 -0.6458
C -0.8710 1.3190 -1.0555
N -0.0285 1.4635 -2.2328
H -0.0897 -0.5704 2.5695
H -2.1464 0.4101 1.0885
H -2.7722 -1.6617 1.7245
H -2.1292 -2.1480 0.2474
H -1.0093 -2.2734 1.5067
H -0.0952 -0.5843 -0.8114
H -0.4731 2.0933 -0.3976
H -1.8700 1.5927 -1.3965
H 0.9519 1.3973 -2.0233
H -0.2671 0.9380 -3.0580
H 1.0005 -3.6301 1.7935
H 1.0458 -2.2216 1.1315
O 0.8158 -3.1483 0.9931
H 0.3522 1.9769 2.3662
H 1.8063 3.1933 -0.1100
O 2.4213 2.5050 0.1529
H -2.0218 3.7465 2.0283
H -1.6120 2.3852 1.3670
O -2.3124 3.0748 1.4100
H -1.5961 -1.6290 -1.7291
H -2.0908 -2.9309 -2.0777
O -1.2333 -2.4819 -2.0484
H 2.5727 -0.5062 -0.8831
H 2.3557 -0.0189 -2.2573
O 2.4555 0.3111 -1.3777
H 2.4623 1.8324 -0.5395
H 1.2542 0.8788 0.5497
O 1.1102 0.1474 1.1567
H 0.6942 -2.0883 -2.2592
H 1.2820 -3.1244 -1.2046
O 1.4406 -2.3157 -1.6954
*
```

Löwdin population analysis, charges in e, atoms 1 to 8: number 1, O, carries -0.0359; number 2, C, carries -0.3601; number 3, C, carries -0.2906; number 4, C, carries -0.0303; number 5, N, carries -0.0174; number 6, C, carries -0.2695; number 7, N, carries 0.0241; number 8, H, carries 0.1468

7.
ORCA calculation (wB97M-V/def2-TZVPD) on an isolated molecule of C3H4N4.

Summary:
Highest occupied orbital energy (alpha / beta) (eV): -7.58 / -7.57
Energy relative to the best compared isomer or geometry (same formula, charge and spin) (kcal per mole): 93.7
HOMO-LUMO gap (alpha / beta) (eV): 7.6933 / 7.6911
SMILES: NC1=C=NC=NN1

Geometry as ORCA input:
```
! wB97M-V def2-TZVPD RIJCOSX def2/J DEFGRID3
* xyz 0 1
N 1.8756 0.1941 -0.6007
C 0.6557 0.1459 -0.0592
C 0.0655 1.2957 0.5189
N -1.2341 1.2792 0.6816
C -1.8945 0.1474 0.3019
N -1.3742 -1.0256 0.1328
N -0.0116 -1.0059 0.0665
H 2.2103 1.1375 -0.7346
H 2.2565 -0.5752 -1.1226
H 0.4191 -1.7965 0.5200
H -2.9683 0.2034 0.2956
*
```

Löwdin population analysis, charges in e, atoms 1 to 8: number 1, N, carries 0.1557; number 2, C, carries -0.4234; number 3, C, carries -0.0711; number 4, N, carries 0.0218; number 5, C, carries -0.2481; number 6, N, carries 0.0619; number 7, N, carries 0.0387; number 8, H, carries 0.1026

8.
ORCA calculation (wB97M-V/def2-TZVPD) on a structure of composition C3H6O5Sc at a distorted geometry.

Summary:
Highest occupied orbital energy (alpha / beta) (eV): -12.89 / -12.86
HOMO-LUMO gap (alpha / beta) (eV): 6.9806 / 7.1029

Geometry as ORCA input:
```
! wB97M-V def2-TZVPD RIJCOSX def2/J DEFGRID3
* xyz 1 1
C 0.7861 2.5445 -0.3840
C -0.1265 1.3779 -0.0190
O -0.1364 0.4345 -1.1121
C -0.8274 -0.6623 -0.9866
O -1.4910 -0.9328 0.0628
O -0.7566 -1.5347 -1.9089
O 0.8033 3.4797 0.6211
Sc -2.1058 -2.7412 -0.8547
H 0.4183 2.9683 -1.3444
H 1.7926 2.1209 -0.6092
H -1.1530 1.7304 0.1532
H 0.2347 0.8712 0.8864
H 2.1265 3.5889 2.1216
O 2.8897 3.6883 2.9950
H 2.5511 3.1259 3.6952
*
```

Löwdin population analysis, charges in e, atoms 1 to 8: number 1, C, carries -0.2482; number 2, C, carries -0.1168; number 3, O, carries 0.0878; number 4, C, carries -0.7253; number 5, O, carries -0.0580; number 6, O, carries -0.0463; number 7, O, carries 0.0465; number 8, Sc, carries 1.4700

Computed values of electronic energy (unit: hartree) for the preceding records, in sequence: -4509.49041 -363.60477 -1541.30351 -347.63785 -361.68918 -878.20138 -335.62401 -1254.49243.